No. 1
Density functional theory data (wB97M-V/def2-TZVPD) for the molecule C5H8N2.

```
15
Properties=species:S:1:pos:R:3:forces:R:3
C 1.65268 -1.42144 -1.19464 0.1310 -0.0373 -0.0828
C 0.81410 -0.62201 -0.24415 0.2189 -0.0794 0.1483
C 0.91144 -0.77694 1.10577 0.1823 0.1711 -0.3964
N -0.33416 0.14381 1.52317 0.0113 0.1583 0.1495
C -0.84602 0.84049 0.36709 0.1523 -0.3130 -0.0645
N -1.77278 1.88630 0.54191 -0.0287 -0.1411 -0.0730
C -0.16424 0.36663 -0.68704 -0.1144 0.0210 0.0418
H 1.03596 -1.99234 -1.90010 0.0697 0.0968 0.0996
H 2.31945 -0.78112 -1.78222 -0.0468 -0.0614 0.0136
H 2.26470 -2.13065 -0.63105 -0.0637 0.1145 -0.0881
H -0.69022 -0.81457 1.69748 -0.7997 0.2791 0.1287
H -0.28854 0.66159 2.39894 0.1535 -0.1052 -0.2244
H -1.89126 2.40932 -0.31948 0.0869 -0.0540 0.1730
H -2.68716 1.56405 0.84262 0.0858 -0.0055 0.0153
H -0.32394 0.66687 -1.71829 -0.0384 -0.0438 0.1592
```
Positions in Å, forces in eV/Å.

Calculated values
Net charge   0
Spin multiplicity   1

Atomic partial charges in e from the natural (NBO) method, atoms 1 to 6:
1 C -0.619
2 C -0.224
3 C -0.178
4 N -0.644
5 C 0.253
6 N -0.824

=====

No. 2
Density functional theory data (wB97M-V/def2-TZVPD) for the molecule C5H8N2.

```
15
Properties=species:S:1:pos:R:3:forces:R:3
C -2.08767 0.07839 0.45979 0.0687 -0.0318 0.0964
C -1.05003 -0.17777 -0.62991 0.0015 -0.0576 -0.0223
N 0.36438 -0.10765 -0.21011 0.3104 0.1372 -0.0014
C 1.29611 -0.91965 0.45788 -0.4404 0.2210 -0.0947
C 2.47277 -0.22188 0.42963 0.0322 -0.1768 0.0280
N 2.32688 0.97356 -0.22259 -0.1209 0.0074 0.0209
C 1.07202 0.99629 -0.57703 -0.0177 0.1630 -0.0528
H -3.09506 0.04455 0.02510 0.2422 -0.0588 0.0387
H -2.03647 -0.67092 1.25346 0.0094 0.0859 -0.0495
H -1.95913 1.07180 0.90050 0.0813 -0.1706 -0.0039
H -1.13007 0.62191 -1.37385 -0.0768 -0.2006 0.0752
H -1.28246 -1.10056 -1.17273 0.3308 -0.0395 0.2736
H 1.09717 -1.86952 0.93594 -0.3085 0.1752 -0.2831
H 3.43599 -0.51711 0.83224 -0.2858 -0.0166 -0.0293
H 0.57558 1.79856 -1.10832 0.1735 -0.0374 0.0042
```
Positions in Å, forces in eV/Å.

Calculated values
Structure (SMILES)   CCn1ccnc1
Net charge   0
Spin multiplicity   1

Atomic partial charges in e from the natural (NBO) method, atoms 1 to 6:
1 C -0.617
2 C -0.197
3 N -0.356
4 C -0.120
5 C -0.092
6 N -0.463

=====

No. 3
Density functional theory data (wB97M-V/def2-TZVPD) for the molecule C5H8N2.

```
15
Properties=species:S:1:pos:R:3:forces:R:3
H 2.43301 -1.34907 1.29414 0.2382 -1.6650 2.6663
N 2.41276 -0.84523 0.48490 0.8044 0.9458 -3.2846
C 1.23896 -0.47173 0.24000 -0.6693 -0.1643 5.6947
C 0.04031 -0.48894 1.36309 1.7994 -3.0749 -0.1339
C -1.20010 -0.19605 0.53108 3.3732 -0.5635 -2.9471
C -0.58006 0.44140 -0.79804 1.6505 0.2313 1.2894
C -1.05130 1.12028 -1.82245 -0.9511 -0.6435 -1.5340
N 0.82504 0.37344 -0.66019 -0.2481 0.6396 -3.0264
H 0.08169 -1.52938 1.89006 -0.3811 1.6563 -1.0973
H 0.25271 0.21577 2.21048 -0.1407 -0.2272 -1.2309
H -1.58735 0.59954 0.98234 -2.9895 2.8473 1.7535
H -1.82014 -1.01601 0.23784 -0.5269 -0.3342 0.3117
H -2.13405 1.25955 -1.79060 0.3170 0.1855 -0.7664
H -0.40639 1.21224 -2.76967 -1.2772 0.4489 1.6922
H 1.49491 0.67420 -1.39298 -0.9988 -0.2820 0.6128
```
Positions in Å, forces in eV/Å.

Calculated values
Structure (SMILES)   [H]/N=C1\CCC(=C)N1
Net charge   0
Spin multiplicity   1

Atomic partial charges in e from the natural (NBO) method, atoms 1 to 6:
1 H 0.335
2 N -0.715
3 C 0.467
4 C -0.474
5 C -0.455
6 C 0.216

=====

No. 4
Density functional theory data (wB97M-V/def2-TZVPD) for the molecule C5H8N2.

```
15
Properties=species:S:1:pos:R:3:forces:R:3
C -0.76912 -2.36064 -0.23762 -0.0500 -0.1069 -0.0221
C -0.12493 -1.02146 -0.04271 0.0314 0.0961 0.0230
C 1.21384 -0.74116 0.30206 0.0927 -0.1177 0.0215
N 1.45051 0.56117 0.39406 -0.1761 -0.0986 -0.0468
N 0.27580 1.13803 0.11683 -0.0823 -0.0182 -0.0288
C 0.17264 2.57978 0.07452 -0.0041 0.1083 0.0117
C -0.69316 0.23081 -0.15434 0.0500 0.0235 0.0147
H -0.93377 -2.58422 -1.29795 0.0338 0.0439 0.1447
H -1.74019 -2.42009 0.26554 0.1462 0.0230 -0.0689
H -0.13862 -3.15776 0.16919 -0.0811 0.1432 -0.0508
H 2.01403 -1.44482 0.49962 -0.1260 0.0950 -0.0378
H 0.28608 2.95649 -0.94759 -0.0145 -0.0639 0.1444
H 0.96981 2.98758 0.69696 -0.1230 -0.0450 -0.0851
H -0.79710 2.89165 0.47160 0.1451 -0.0383 -0.0675
H -1.70146 0.54121 -0.39779 0.1579 -0.0445 0.0478
```
Positions in Å, forces in eV/Å.

Calculated values
Structure (SMILES)   Cc1cnn(C)c1
Net charge   0
Spin multiplicity   1

Atomic partial charges in e from the natural (NBO) method, atoms 1 to 6:
1 C -0.624
2 C -0.137
3 C -0.062
4 N -0.266
5 N -0.160
6 C -0.403

=====

No. 5
Density functional theory data (wB97M-V/def2-TZVPD) for the molecule C5H8N2.

```
15
Properties=species:S:1:pos:R:3:forces:R:3
N 1.70020 2.67587 0.71117 -0.5533 -1.4798 -0.1520
C 1.28721 1.59907 0.57431 0.0953 1.0355 -0.1766
C 0.82268 0.18169 0.39180 -0.4002 -0.3778 -0.1755
N 1.88594 -0.69008 -0.07873 0.2667 0.0368 0.0022
C -0.38496 0.00890 -0.53784 0.0066 -0.2934 1.1672
C -1.74180 0.39494 -0.01755 -0.0564 0.1287 -0.0190
C -1.43661 -1.03471 -0.23976 -0.1804 -0.7509 0.1458
H 0.51221 -0.16047 1.38786 0.0893 0.0629 -0.0764
H 2.69670 -0.63798 0.52809 -0.0276 -0.0202 -0.0308
H 2.18539 -0.38589 -1.00059 0.0131 -0.0664 0.0761
H -0.19693 -0.30730 -1.52793 0.6698 1.5076 -1.4482
H -1.76513 0.65413 1.03713 0.1407 0.3919 -0.2284
H -2.46580 0.90772 -0.63584 0.0119 -0.0576 0.0319
H -1.89197 -1.47133 -1.13380 0.3642 -0.0446 0.3676
H -1.20713 -1.73454 0.54167 -0.4395 -0.0727 0.5162
```
Positions in Å, forces in eV/Å.

Calculated values
Structure (SMILES)   N#C[C@H](N)C1CC1
Net charge   0
Spin multiplicity   1

Atomic partial charges in e from the natural (NBO) method, atoms 1 to 6:
1 N -0.327
2 C 0.260
3 C -0.141
4 N -0.798
5 C -0.258
6 C -0.411

=====

No. 6
Density functional theory data (wB97M-V/def2-TZVPD) for the molecule C5H8N2.

```
15
Properties=species:S:1:pos:R:3:forces:R:3
C 0.13796 2.26541 -1.42872 0.0879 -0.0896 0.0652
C 0.67494 1.34722 -0.67726 0.0529 -0.0017 -0.0373
C 1.08434 0.34731 0.07272 -0.2644 0.2224 -0.2068
N 2.37811 0.21307 0.63627 0.0831 -0.0192 -0.1070
C 0.07749 -0.67162 0.47125 -0.2903 0.0447 -0.0996
N -1.12019 -0.58905 0.07305 0.4094 -0.0760 0.1887
C -2.09166 -1.54448 0.53722 -0.1343 -0.1514 0.0583
H -0.40046 3.11580 -1.01461 0.2315 -0.0278 0.0038
H 0.18479 2.18705 -2.51252 -0.0875 -0.0131 0.0849
H 3.03298 0.85753 0.20858 -0.0783 -0.0622 0.1140
H 2.73747 -0.72947 0.52646 -0.0640 0.0825 0.0452
H 0.43470 -1.46282 1.15344 -0.0907 0.0860 -0.0991
H -2.63781 -1.94275 -0.32447 0.0766 0.0071 0.1467
H -1.67018 -2.37928 1.11962 -0.0056 0.1148 -0.0725
H -2.82247 -1.01394 1.15897 0.0739 -0.1166 -0.0847
```
Positions in Å, forces in eV/Å.

Calculated values
Structure (SMILES)   C=C=C(N)/C=N/C
Net charge   0
Spin multiplicity   1

Atomic partial charges in e from the natural (NBO) method, atoms 1 to 6:
1 C -0.444
2 C 0.068
3 C -0.002
4 N -0.803
5 C 0.092
6 N -0.380

=====

No. 7
Density functional theory data (wB97M-V/def2-TZVPD) for the molecule C5H8N2.

```
15
Properties=species:S:1:pos:R:3:forces:R:3
C 0.39757 1.59631 0.05334 -0.4039 0.3361 -0.9984
C 0.32151 0.47473 -1.14260 0.2108 1.1974 0.5598
N 0.27060 -0.93702 -0.65489 0.0683 0.1380 0.6963
C -1.00833 -1.44006 -0.28151 0.0652 0.0874 0.2909
C -1.08612 -1.33429 1.05943 -0.2404 -0.3026 0.0087
N 0.08117 -0.78549 1.60450 0.4993 -0.7665 0.0078
C 0.85176 -0.65679 0.58398 0.3110 -1.5034 0.6320
H 0.89133 2.42081 -0.44297 -0.4096 0.7011 -0.1536
H -0.62314 1.82383 0.36042 -0.0099 0.3338 -0.2800
H 0.92197 1.52673 1.03372 -0.1001 -0.6705 -1.1574
H 1.19779 0.58163 -1.78725 -0.1437 0.0313 0.1124
H -0.58830 0.69316 -1.71138 0.3655 -0.0513 0.0410
H -1.62549 -2.01179 -0.96691 -0.0088 0.5839 0.0031
H -1.86821 -1.67063 1.71943 -0.0927 -0.0203 -0.0447
H 1.86588 -0.28113 0.57269 -0.1110 -0.0945 0.2823
```
Positions in Å, forces in eV/Å.

Calculated values
Structure (SMILES)   CCn1ccnc1
Net charge   0
Spin multiplicity   1

Atomic partial charges in e from the natural (NBO) method, atoms 1 to 6:
1 C -0.662
2 C -0.209
3 N -0.438
4 C -0.119
5 C -0.074
6 N -0.482

=====

No. 8
Density functional theory data (wB97M-V/def2-TZVPD) for the molecule C5H8N2.

```
15
Properties=species:S:1:pos:R:3:forces:R:3
C 1.62858 -0.38356 -0.95018 0.0930 0.0280 -0.0634
C 0.56966 -0.30188 0.15724 0.0227 0.0172 0.0578
C -0.42602 0.83548 -0.15366 0.0982 0.0441 -0.0392
N -1.75476 0.68900 0.45156 -0.3003 -0.0627 0.3088
C -2.09444 0.48731 1.70373 0.3771 0.0912 -0.3853
C -0.08531 -1.60843 0.31407 -0.3930 -0.8422 0.0812
N -0.54790 -2.66011 0.43995 0.3729 0.9514 -0.1546
H 1.14827 -0.56882 -1.91664 0.0910 0.0024 0.1482
H 2.18347 0.55768 -1.01383 -0.0865 -0.1139 0.0172
H 2.33594 -1.19305 -0.75740 -0.0739 0.1240 -0.0032
H 1.06487 -0.09280 1.11216 -0.0900 -0.0550 -0.0974
H -0.56315 0.90226 -1.23697 -0.0085 -0.0580 0.1054
H 0.02040 1.77992 0.17436 -0.0420 -0.1167 -0.0576
H -2.51010 0.75483 -0.22191 0.0395 -0.0182 0.1082
H -1.13867 0.43193 2.27345 -0.1001 0.0085 -0.0261
```
Positions in Å, forces in eV/Å.

Calculated values
Net charge   0
Spin multiplicity   1

Atomic partial charges in e from the natural (NBO) method, atoms 1 to 6:
1 C -0.587
2 C -0.339
3 C -0.222
4 N -0.566
5 C -0.057
6 C 0.278

=====

No. 9
Density functional theory data (wB97M-V/def2-TZVPD) for the molecule C5H8N2.

```
15
Properties=species:S:1:pos:R:3:forces:R:3
N -0.86081 -1.97677 -2.00513 -0.5845 -0.0445 0.2401
C -1.02733 -1.24553 -1.12887 -1.9209 -1.3799 -1.7028
C -0.99498 -0.20983 -0.12049 0.2360 -0.5499 -0.0801
N -1.57268 1.06488 -0.48071 0.1194 0.1437 -0.1896
C 0.54680 -0.26572 -0.10596 0.8283 -0.1496 -1.7062
C 1.24272 -0.46776 1.23267 0.0195 -0.3195 -0.3111
C 1.29022 0.85571 0.56426 0.1506 0.2229 -0.2227
H -1.50031 -0.57840 0.76777 0.3162 0.0294 0.3706
H -2.56226 0.98744 -0.70849 0.2436 -0.0822 0.1027
H -1.09410 1.39768 -1.30655 -0.0358 0.2541 -0.1391
H 0.80862 -0.79746 -1.26188 0.6457 2.0141 4.1772
H 0.63121 -0.51443 2.12713 -0.0947 -0.2736 -0.1939
H 2.15127 -1.04646 1.27503 0.0284 -0.1278 -0.0616
H 2.23360 1.14975 0.13775 0.0940 0.1495 -0.1238
H 0.70804 1.64690 1.01347 -0.0458 0.1132 -0.1599
```
Positions in Å, forces in eV/Å.

Calculated values
Structure (SMILES)   N#C[C@H](N)C1CC1
Net charge   0
Spin multiplicity   1

Atomic partial charges in e from the natural (NBO) method, atoms 1 to 6:
1 N -0.347
2 C 0.264
3 C -0.169
4 N -0.799
5 C -0.246
6 C -0.406

=====

No. 10
Density functional theory data (wB97M-V/def2-TZVPD) for the molecule C5H8N2.

```
15
Properties=species:S:1:pos:R:3:forces:R:3
C -2.40670 -0.73757 0.09518 -0.0363 0.0035 -0.0113
C -1.05111 -0.11406 -0.03069 -0.0320 -0.0368 0.0153
C -0.72200 1.24235 -0.25357 -0.0641 -0.0050 0.0082
C 0.65270 1.27559 -0.22233 0.1090 -0.0942 0.0223
N 1.06798 0.00966 0.00399 0.0468 0.1563 -0.0021
C 2.42324 -0.47632 0.12525 0.1338 -0.0248 0.0483
N 0.04437 -0.85041 0.11751 -0.1279 0.2020 -0.0159
H -3.14390 -0.18375 -0.49360 0.0918 -0.1063 0.0726
H -2.74159 -0.73767 1.13924 0.0461 0.0058 -0.1638
H -2.38025 -1.77503 -0.25011 -0.0148 0.1689 0.0501
H -1.39619 2.07514 -0.40255 0.1158 -0.1559 0.0186
H 1.36137 2.08608 -0.33762 -0.1389 -0.1379 0.0207
H 2.85526 -0.73008 -0.84804 -0.1050 0.0252 0.1064
H 2.39382 -1.36895 0.75101 0.0615 0.1143 -0.0939
H 3.04300 0.28501 0.60633 -0.0856 -0.1152 -0.0757
```
Positions in Å, forces in eV/Å.

Calculated values
Structure (SMILES)   Cc1ccn(C)n1
Net charge   0
Spin multiplicity   1

Atomic partial charges in e from the natural (NBO) method, atoms 1 to 6:
1 C -0.636
2 C 0.132
3 C -0.350
4 C -0.042
5 N -0.166
6 C -0.402

=====

Asked for maximum force across the records above, the calculation gives 0.9 0.5 5.7 0.2 2.2 0.5 1.7 1.0 4.7 0.2 eV Å⁻¹ in order.
Asked for relative energy (zero: lowest compared OMol25 entry of this formula, charge and spin) across the records above, the calculation gives 84.7 8.3 44.4 12.9 44.1 57.5 55.2 64.0 64.5 10.7 kcal/mol in order.
Asked for HOMO energy across the records above, the calculation gives -7.7 -8.8 -8.5 -8.9 -10.3 -8.2 -8.8 -8.5 -10.2 -8.9 eV in order.